[1]
Molecular formula: C32H43B2F4I2N6O5SScSi2Te
Method: DFT, ωB97M-V/def2-TZVPD

Calculated values
Net charge: +2
Maximum force: 0.6 eV/A
Energy above the lowest of the compared OMol25 structures with the same formula, charge and spin: 1.1 kcal/mol
HOMO-LUMO gap: 6.620 eV
E_tot: -136065.838 eV

```
99
Properties=species:S:1:pos:R:3:forces:R:3
Sc -0.345 0.669 -1.319 0.30 0.05 -0.48
C 3.479 3.000 1.409 0.08 -0.08 0.02
C 2.316 2.275 0.831 0.02 -0.23 -0.14
N 2.347 1.174 0.183 0.12 -0.01 0.12
O 3.614 0.632 0.021 -0.21 0.13 0.17
B 3.686 -0.309 -0.990 0.02 0.03 0.02
F 4.645 -1.195 -0.897 0.16 -0.13 0.00
F 2.179 -1.596 0.905 -0.08 0.10 0.04
O 2.952 -0.339 -2.150 -0.22 0.08 -0.14
N 1.960 0.616 -2.360 -0.13 -0.01 -0.15
C 2.181 1.415 -3.335 0.01 -0.06 0.19
C 3.360 1.426 -4.237 0.06 -0.09 0.03
C 1.080 2.423 -3.512 -0.18 0.03 0.27
N 0.210 2.350 -2.579 -0.26 0.24 -0.33
O -0.935 3.097 -2.633 0.27 0.00 -0.07
B -1.124 3.859 -1.326 0.00 -0.12 0.01
F -0.062 4.716 -1.175 0.15 0.16 -0.03
F -2.361 4.394 -1.358 -0.14 0.07 -0.03
O -1.127 2.881 -0.142 0.25 -0.18 0.05
N 0.088 2.282 0.128 -0.01 0.36 -0.11
C 0.955 2.908 0.830 -0.19 -0.03 -0.06
C 0.720 4.206 1.512 -0.04 -0.01 0.02
C 1.046 3.371 -4.652 -0.04 0.03 0.02
H 4.375 2.387 1.380 -0.05 0.04 0.00
H 3.269 3.291 2.438 0.01 0.01 0.02
H 3.654 3.920 0.848 0.02 0.04 -0.02
H 4.179 0.835 -3.836 -0.05 0.02 -0.03
H 3.693 2.445 -4.420 0.03 0.03 0.00
H 3.071 0.999 -5.201 0.01 0.01 -0.02
H -0.342 4.431 1.545 0.03 0.00 -0.02
H 1.221 5.008 0.968 0.00 0.01 0.01
H 1.131 4.173 2.520 0.01 0.02 0.05
H 1.003 2.819 -5.593 0.00 -0.01 -0.04
H 1.956 3.971 -4.674 0.01 0.03 0.01
H 0.185 4.030 -4.573 0.02 -0.03 0.01
I 1.657 -4.239 -1.097 -0.01 -0.01 0.03
C 0.495 -3.317 -2.546 -0.09 -0.04 -0.12
C 0.274 -4.050 -3.741 -0.03 0.09 -0.01
C -0.379 -3.509 -4.809 0.02 0.10 0.13
I -0.676 -4.667 -6.508 -0.01 -0.04 -0.05
C -0.805 -2.148 -4.748 0.06 -0.12 -0.02
C -1.372 -1.439 -5.823 -0.02 0.02 -0.01
C -1.653 -0.103 -5.694 0.06 0.00 0.12
C -1.374 0.530 -4.478 0.00 -0.04 -0.05
N -0.882 -0.112 -3.431 -0.15 0.07 0.09
C -0.600 -1.441 -3.546 0.18 -0.07 0.02
C 0.003 -2.046 -2.399 0.03 0.10 -0.08
O 0.084 -1.287 -1.297 -0.08 -0.19 0.16
H 0.644 -5.064 -3.793 0.01 -0.02 -0.01
H -1.565 -1.956 -6.753 0.00 0.01 -0.01
H -2.072 0.466 -6.510 -0.02 0.02 -0.02
H -1.572 1.589 -4.346 -0.01 0.01 0.00
C 2.328 -0.896 5.983 -0.01 -0.04 -0.15
Si 2.596 -1.198 4.164 0.08 -0.02 0.00
C 4.050 -0.245 3.490 -0.13 -0.08 -0.02
C 2.745 -3.021 3.793 0.02 0.13 0.08
C 1.019 -0.427 3.343 0.04 0.09 0.01
Te 0.472 -0.976 1.419 0.06 -0.24 0.28
C -0.321 -2.827 1.880 0.17 -0.01 0.07
Si -2.189 -2.973 2.297 -0.11 0.04 0.04
C -2.553 -1.843 3.741 0.09 -0.06 -0.04
C -3.117 -2.541 0.732 0.14 0.03 0.00
C -2.426 -4.756 2.765 0.03 0.12 -0.03
H 3.209 -1.200 6.548 0.10 -0.04 0.05
H 1.485 -1.475 6.360 -0.06 -0.03 0.03
H 2.145 0.153 6.208 -0.01 0.10 0.00
H 4.971 -0.598 3.953 0.08 -0.03 0.05
H 3.968 0.820 3.707 -0.02 0.08 0.03
H 4.154 -0.374 2.413 0.00 -0.01 -0.07
H 3.698 -3.346 4.215 0.05 -0.07 0.02
H 2.772 -3.252 2.730 0.02 0.02 -0.07
H 1.972 -3.621 4.272 -0.07 -0.02 0.04
H 1.150 0.658 3.338 -0.05 0.03 0.00
H 0.138 -0.654 3.949 -0.05 -0.06 0.03
H 0.315 -3.194 2.689 -0.07 -0.06 -0.02
H -0.126 -3.419 0.985 -0.01 -0.06 -0.05
H -2.240 -0.810 3.589 0.01 0.06 -0.06
H -2.055 -2.218 4.638 0.01 -0.01 0.05
H -3.622 -1.817 3.950 -0.08 -0.03 0.01
H -2.650 -1.740 0.154 0.02 0.02 0.04
H -4.142 -2.237 0.941 -0.09 0.00 0.05
H -3.155 -3.420 0.088 -0.01 -0.04 -0.05
H -1.865 -5.019 3.662 0.04 -0.01 0.06
H -2.119 -5.427 1.963 0.02 -0.03 -0.06
H -3.478 -4.950 2.969 -0.09 -0.02 0.02
S -5.065 1.334 -1.593 0.06 -0.05 0.05
C -3.495 0.798 -1.938 0.09 -0.23 0.02
N -2.658 0.678 -0.938 -0.03 0.16 -0.04
C -3.300 1.057 0.248 -0.07 0.00 0.03
C -2.739 1.115 1.525 0.05 -0.09 0.01
C -3.514 1.531 2.582 -0.06 -0.02 -0.06
C -4.855 1.896 2.395 0.04 0.00 -0.02
C -5.427 1.853 1.145 0.04 -0.01 0.02
C -4.633 1.435 0.077 0.03 0.01 0.04
H -3.229 0.550 -2.953 0.01 0.01 0.01
H -1.693 0.870 1.683 -0.06 0.06 -0.03
H -3.086 1.590 3.572 0.03 0.01 0.06
H -5.440 2.226 3.240 -0.04 0.01 0.05
H -6.455 2.143 0.993 -0.06 0.02 -0.01
```
Positions in Å, forces in eV/Å.

***

[2]
Molecular formula: C12H22N2O7P2SSeSn
Method: DFT, ωB97M-V/def2-TZVPD

Calculated values
Net charge: +2
Maximum force: 1.1 eV/A
Energy above the lowest of the compared OMol25 structures with the same formula, charge and spin: 12.7 kcal/mol
HOMO-LUMO gap (spin up / spin down): 5.685 / 5.453 eV
E_tot: -130696.228 eV

```
48
Properties=species:S:1:pos:R:3:forces:R:3
Sn 0.283 0.964 0.332 0.38 -0.11 1.02
C -4.192 -0.396 -1.539 0.08 0.07 -0.04
C -3.342 0.052 -0.353 0.11 0.08 -0.02
O -4.084 0.122 0.862 0.05 0.01 -0.09
P -2.067 -1.181 0.043 0.03 -0.21 0.22
O -2.766 -2.432 0.668 0.08 0.17 0.23
O -1.366 -1.738 -1.244 -0.16 0.04 0.00
O -0.989 -0.587 0.943 -0.25 -0.41 -0.29
P -2.503 1.683 -0.713 -0.25 0.04 0.13
O -2.187 2.291 0.750 -0.07 -0.01 -0.11
O -3.314 2.553 -1.551 0.13 -0.14 -0.11
O -1.051 1.233 -1.127 -0.17 0.31 -0.51
H -4.632 -1.377 -1.354 -0.02 0.00 0.02
H -3.610 -0.418 -2.462 0.00 0.01 0.02
H -4.987 0.333 -1.694 -0.01 0.00 0.00
H -4.939 0.533 0.685 -0.08 -0.05 0.00
H -3.229 -2.296 1.512 -0.05 -0.01 -0.15
H -1.891 -2.280 -1.853 0.08 0.02 0.08
H -2.831 2.970 1.004 0.08 -0.05 0.03
N 3.729 0.693 -1.133 -0.02 0.02 0.04
C 3.403 -0.414 -0.480 0.03 0.05 0.03
N 4.338 -1.151 0.091 0.04 0.04 -0.05
S 1.773 -0.985 -0.375 -0.21 0.06 -0.22
H 4.691 0.976 -1.251 0.01 0.02 0.02
H 3.047 1.141 -1.720 0.00 -0.01 -0.06
H 5.322 -0.966 -0.035 0.02 -0.03 -0.03
H 4.078 -1.987 0.591 0.00 0.02 0.05
C 2.474 6.148 5.905 -0.06 -0.05 0.05
C 1.967 4.984 5.121 -0.04 0.01 -0.04
C 2.825 4.256 4.282 0.00 0.17 0.05
C 2.384 3.165 3.579 -0.18 -0.21 0.10
C 3.324 2.409 2.691 0.02 0.02 0.09
C 1.013 2.768 3.733 0.11 0.38 0.12
Se 0.426 1.178 3.089 0.08 -0.31 -0.32
C 0.102 3.545 4.530 0.05 -0.12 -0.22
C -1.353 3.199 4.668 0.07 0.01 0.03
C 0.615 4.617 5.214 0.13 0.16 0.08
H 3.491 6.418 5.635 0.00 0.00 -0.02
H 2.452 5.903 6.971 0.02 0.00 -0.02
H 1.820 7.012 5.775 0.02 0.00 -0.02
H 3.859 4.568 4.195 -0.02 0.01 -0.01
H 4.217 2.999 2.496 0.01 0.00 0.03
H 2.857 2.159 1.736 0.00 0.01 -0.04
H 3.627 1.473 3.166 -0.04 -0.01 -0.04
H -1.787 2.885 3.720 0.00 0.01 -0.01
H -1.905 4.056 5.048 0.01 0.00 0.00
H -1.489 2.377 5.374 -0.01 0.00 -0.01
H -0.041 5.206 5.844 0.01 -0.01 0.00
```
Positions in Å, forces in eV/Å.

***

[3]
Molecular formula: C13H25NO11S2
Method: DFT, ωB97M-V/def2-TZVPD

Calculated values
Net charge: 0
SMILES: CCOC[C@H]1OC(=O)O[C@H]1OC#N.CCOS(C)(=O)=O.CCOS(C)(=O)=O
Maximum force: 12.2 eV/A
Energy above the lowest of the compared OMol25 structures with the same formula, charge and spin: 157.7 kcal/mol
HOMO-LUMO gap: 10.400 eV
E_tot: -59560.717 eV

```
52
Properties=species:S:1:pos:R:3:forces:R:3
C 1.658 2.600 0.529 -0.64 -0.64 -0.23
C 1.386 3.827 -0.523 1.57 -1.46 -0.63
O 1.093 5.129 0.094 -2.03 -1.71 0.46
C -0.186 5.134 0.821 0.10 0.52 0.44
C -1.525 5.229 -0.119 -1.23 1.11 1.87
O -1.424 5.095 -1.580 -4.38 -2.66 1.14
C -2.723 4.418 -1.904 -2.98 -3.27 -5.32
O -3.137 3.849 -3.039 3.74 4.53 7.46
O -3.703 4.302 -0.781 4.93 1.03 0.00
C -2.784 4.258 0.394 0.61 1.39 -1.50
O -2.396 2.818 0.509 -4.95 -0.02 2.47
C -3.629 2.192 1.090 -3.76 -4.30 4.39
N -4.550 1.542 1.766 8.39 6.07 -6.36
H 1.863 1.612 -0.107 -0.32 2.24 1.34
H 2.576 2.768 1.255 -2.03 -0.16 -1.55
H 0.665 2.355 1.146 2.26 0.59 -1.18
H 2.401 3.973 -1.134 -2.30 -0.04 1.40
H 0.595 3.463 -1.312 1.19 1.00 1.66
H -0.179 6.122 1.492 0.07 -2.18 -1.66
H -0.340 4.246 1.567 0.60 1.41 -1.55
H -1.946 6.309 0.103 0.65 -2.11 -0.66
H -3.227 4.732 1.370 0.51 -1.39 -1.99
C 4.844 -3.531 1.002 -0.31 -0.06 0.14
C 5.496 -2.480 0.122 0.35 -0.19 1.15
O 4.877 -2.410 -1.156 -1.03 0.56 -0.77
S 3.406 -1.716 -1.268 0.35 -0.43 -0.46
C 3.320 -1.639 -3.040 0.25 -0.02 -0.02
O 3.476 -0.370 -0.748 -0.17 -0.96 0.09
O 2.410 -2.664 -0.818 0.62 0.91 0.04
H 3.812 -3.261 1.241 0.14 -0.01 -0.01
H 5.386 -3.641 1.945 0.05 0.03 -0.16
H 4.814 -4.497 0.490 0.09 0.10 0.06
H 5.492 -1.498 0.608 -0.11 -0.05 -0.17
H 6.544 -2.753 -0.041 -0.24 0.13 -0.34
H 4.089 -0.954 -3.405 -0.12 -0.14 0.13
H 2.329 -1.267 -3.310 0.08 -0.04 0.21
H 3.463 -2.642 -3.447 -0.02 0.14 0.14
C -5.155 -3.539 0.906 -0.07 -0.22 -0.27
C -4.103 -2.484 1.199 -1.17 0.31 -0.18
O -2.807 -3.057 1.318 1.15 -0.41 -0.61
S -2.053 -3.557 -0.038 0.14 -0.12 0.59
C -0.454 -3.849 0.679 -0.07 0.14 0.21
O -1.952 -2.450 -0.959 -0.44 -0.81 0.41
O -2.602 -4.837 -0.430 0.23 1.08 -0.05
H -4.994 -3.994 -0.075 -0.03 0.07 0.12
H -6.157 -3.101 0.910 0.14 0.04 0.09
H -5.112 -4.343 1.646 -0.03 0.14 -0.02
H -4.109 -1.696 0.438 0.15 -0.13 0.05
H -4.335 -2.009 2.158 0.40 -0.09 -0.10
H -0.035 -2.898 1.016 -0.10 -0.17 -0.12
H 0.182 -4.287 -0.092 -0.19 0.14 -0.01
H -0.560 -4.547 1.512 -0.08 0.11 -0.14
```
Positions in Å, forces in eV/Å.